11 unconnected molecules or ions with the total composition C24H70O15S11, computed with ωB97M-V/def2-TZVPD.

The geometry in XYZ format:
```
120
Properties=species:S:1:pos:R:3:forces:R:3:lowdin_charge:R:1
S 2.623 3.260 -2.809 -1.2 2.5 -1.3 0.809
S -1.781 -0.658 4.787 0.4 -0.6 -1.3 0.701
S -4.019 -0.983 -0.814 -2.3 -0.4 1.8 0.838
S 0.246 -0.599 -1.216 0.3 -0.1 -0.7 0.840
S -2.991 3.524 1.507 1.5 -1.2 1.1 0.881
S 2.675 -6.082 -2.241 -1.5 -1.2 0.7 0.826
S 4.368 -3.550 2.525 -1.6 -0.7 -0.2 0.868
S -3.025 5.677 -2.149 1.3 -0.8 -0.3 0.668
S -0.606 -5.179 2.801 0.7 0.7 1.7 0.845
S 1.870 2.764 2.215 1.7 0.6 -0.9 0.873
S 3.660 -0.881 -6.312 -3.2 -0.1 0.8 0.871
O 2.539 3.213 0.903 -0.9 -0.8 1.3 -0.590
O 2.556 -0.772 -7.357 1.6 0.1 1.0 -0.573
O -1.838 3.876 2.484 -1.8 -0.8 -1.5 -0.595
O -1.772 5.685 -2.913 -1.5 -0.2 1.2 -0.322
O -1.370 -5.007 4.088 0.1 -0.3 -1.1 -0.573
O 2.929 -3.334 2.914 1.1 0.7 0.1 -0.575
O -0.299 -0.545 0.186 0.5 0.5 -0.7 -0.575
O -1.908 0.320 6.150 2.0 -3.0 -1.2 -0.256
O 1.731 -7.243 -1.907 1.2 1.8 -0.6 -0.564
O -3.042 -0.873 4.030 2.1 1.1 2.0 -0.312
O -4.994 0.176 -0.636 1.2 -0.7 -0.3 -0.589
O 2.895 3.511 -4.293 0.2 -0.7 1.6 -0.578
O -3.722 4.161 -2.352 0.3 1.6 0.3 -0.268
O -3.018 5.963 -0.720 -0.4 -0.6 -2.3 -0.303
O -0.998 -1.836 5.119 -1.2 1.7 0.4 -0.283
C 1.079 -5.708 3.384 0.0 0.0 -0.1 -0.255
C -0.128 1.002 -2.127 0.5 0.2 0.7 -0.231
C -3.323 3.324 -3.466 0.8 0.3 -0.8 -0.283
C 2.099 -0.442 -1.059 -0.8 1.0 -0.5 -0.216
C 3.237 -6.285 -3.963 0.1 0.5 -0.3 -0.250
C -4.255 0.487 6.740 -0.3 -0.2 -0.8 -0.067
C 3.162 -2.367 -5.358 0.6 -0.4 0.0 -0.300
C 4.984 -1.968 1.800 -0.5 -0.3 -0.6 -0.234
C -3.454 -1.514 0.867 0.3 0.5 -0.5 -0.252
C 1.618 -4.567 -2.403 -0.7 -0.1 -1.1 -0.256
C -0.040 -3.498 2.316 0.3 0.1 -0.3 -0.274
C 4.201 -4.680 1.097 2.0 0.0 -0.7 -0.264
C -4.156 2.084 -3.528 -0.4 -0.4 1.0 -0.067
C 2.336 1.026 2.445 0.8 -0.1 -0.1 -0.281
C -4.172 2.512 2.473 -0.5 -0.6 0.0 -0.258
C 2.954 3.484 3.514 -0.5 -0.2 0.1 -0.243
C -2.347 2.117 0.403 -0.2 1.7 -0.1 -0.219
C -0.688 0.417 3.779 -1.6 -0.4 0.7 -0.098
C -5.187 -2.427 -0.996 0.7 0.7 -0.4 -0.238
C -4.164 6.753 -3.067 0.5 -1.4 0.5 -0.101
C 1.648 4.795 -2.304 -0.1 -0.5 0.7 -0.213
C 4.176 3.550 -1.885 -0.5 -0.1 -1.1 -0.243
C 3.166 0.268 -4.871 1.3 -0.1 -1.5 -0.242
C -2.944 1.203 6.306 -3.1 -0.1 0.0 -0.293
H 4.598 -1.229 2.502 0.1 -0.1 0.0 0.031
H -3.395 3.824 -4.433 -0.1 0.6 0.1 0.117
H 1.073 -6.685 3.869 -0.6 -0.2 -0.4 0.047
H 4.308 -6.084 -3.986 0.0 0.1 0.1 0.042
H 0.409 -3.007 3.180 -0.1 -0.2 0.0 0.036
H 3.358 0.830 2.122 0.2 0.6 -0.4 0.045
H 2.388 0.738 3.495 -0.8 0.0 0.0 0.056
H 3.317 -3.256 -5.970 -0.2 0.1 -0.2 0.040
H 5.244 -4.879 0.851 0.4 0.1 -0.3 0.039
H 4.559 -1.774 0.815 -0.3 -0.1 0.0 0.033
H 0.214 0.670 4.336 -0.2 -0.3 -0.1 0.063
H 0.985 -4.597 -3.290 0.0 -0.7 -0.3 0.049
H 4.061 3.881 -0.853 -0.3 -0.4 -0.1 0.034
H 2.121 -3.617 -2.583 0.7 -0.1 0.6 0.025
H 3.636 -0.094 -3.956 0.0 0.0 -0.1 0.026
H -3.133 1.662 5.335 -0.1 0.7 0.2 0.097
H -0.549 -0.154 2.861 0.3 0.1 0.0 0.049
H -1.763 2.639 -0.355 0.6 0.3 0.4 0.020
H 2.094 0.441 -4.778 0.1 -0.3 -0.3 0.052
H 3.098 -7.294 -4.350 -0.3 0.0 0.5 0.060
H 0.450 1.201 -3.029 0.2 -0.8 -0.1 0.026
H 2.567 -1.370 -0.729 -0.5 0.1 0.5 0.036
H -4.082 6.391 -4.091 -0.1 0.1 0.0 0.064
H 3.754 -4.328 0.167 -0.4 0.5 0.4 0.030
H -3.119 1.712 -0.251 -0.5 -0.4 0.8 0.018
H 1.790 -5.709 2.559 -0.1 0.0 0.0 0.018
H -3.701 1.740 3.082 0.6 0.4 0.2 0.020
H -1.292 1.303 3.586 0.2 0.2 -0.2 0.044
H -1.726 1.420 0.967 -0.3 0.0 -0.1 0.029
H -4.842 3.121 3.079 0.5 0.4 0.1 0.048
H -2.780 -2.345 0.660 0.2 0.1 0.2 0.041
H -4.185 -1.819 1.616 -0.5 0.0 -0.6 0.064
H 3.989 3.155 3.424 -0.1 0.1 -0.3 0.057
H 3.792 -2.500 -4.478 0.2 0.2 0.0 0.038
H 2.597 -0.169 -1.989 -0.5 0.0 -0.3 0.019
H 0.709 -3.573 1.528 0.3 -0.3 0.1 0.031
H -3.793 7.775 -2.987 -0.3 -0.1 0.2 0.077
H 4.750 4.262 -2.477 0.0 0.0 0.0 0.055
H 6.063 -1.883 1.674 0.0 -0.4 0.4 0.052
H 1.442 -5.045 4.169 -0.3 0.5 -0.3 0.048
H 1.699 0.408 1.812 -0.3 0.0 0.4 0.022
H -1.182 1.059 -2.396 0.0 -0.4 0.3 0.033
H -4.712 -0.110 5.951 0.4 0.2 -0.6 0.058
H -2.269 3.072 -3.354 0.0 0.0 0.2 0.101
H 1.054 4.564 -1.420 0.5 -0.2 0.5 0.033
H -5.142 6.503 -2.657 0.0 0.6 -0.1 0.072
H -2.687 1.919 7.087 0.4 0.1 -0.3 0.127
H 2.724 -5.584 -4.622 0.0 0.0 0.0 0.032
H 0.887 -4.502 -1.597 0.6 -0.2 0.4 0.049
H -5.032 1.223 6.947 0.1 0.0 0.6 0.074
H -5.184 2.246 -3.852 0.1 0.2 0.0 0.087
H 3.877 -5.706 1.270 -0.6 0.4 0.9 0.054
H 3.676 1.172 -5.204 -0.4 0.4 0.5 0.021
H 2.189 0.443 -0.429 0.5 -0.3 0.5 0.030
H 4.572 2.544 -2.030 0.6 0.2 0.6 0.030
H 2.129 -2.308 -5.017 -0.1 0.3 -0.4 0.052
H -4.193 1.676 -2.518 -0.2 -0.3 0.0 0.045
H -3.704 1.327 -4.170 0.1 0.2 -0.1 0.088
H 2.852 4.567 3.439 0.1 -0.1 -0.3 0.050
H 2.314 5.633 -2.096 0.2 -0.2 0.0 0.052
H 0.129 1.850 -1.492 -0.1 -0.1 0.4 0.035
H 2.597 3.218 4.509 -0.2 -0.2 0.0 0.049
H -0.782 -2.828 1.881 -0.6 -0.4 0.3 0.021
H -5.843 -2.431 -0.126 0.1 0.0 -0.1 0.054
H -5.752 -2.201 -1.901 0.0 -0.1 0.1 0.042
H -4.158 -0.295 7.494 0.4 0.6 0.6 0.081
H -4.637 -3.360 -1.114 0.0 0.0 0.1 0.049
H -4.857 1.897 1.888 0.1 0.3 -0.9 0.049
H -2.938 -0.656 1.296 0.3 -0.2 -0.2 0.015
H 0.854 5.153 -2.958 0.5 -0.6 -0.9 0.034
```
Forces are in eV/Å.

## Properties
Gap between HOMO and LUMO (eV): 8.057